Computed, not measured: a single C26H34FN5O2 molecule, with the ωB97M-V functional and the def2-TZVPD basis.

For the highest occupied orbital energy, the calculation gives -7.898 eV. For the lowest unoccupied orbital energy, the calculation gives 0.5633 eV. The SMILES is Cc1ccccc1CN1CCN(CC(=O)NCCCN2CCN(c3ccc(F)cc3)CC2)C1=O. Its orbital gap is 8.5 eV.

Last column: Mulliken charge in e.
CARTESIAN COORDINATES (ANGSTROEM)
C -1.327 2.470 -0.519  -0.4107
H -3.661 -2.189 -3.111  0.4461
H 3.847 4.053 -1.184  0.2231
C 2.243 -1.296 0.121  -0.6849
H -4.410 -1.024 0.921  0.4378
C -3.885 -0.864 -0.008  -0.5030
C -2.542 -0.501 -2.403  -0.2981
H -0.762 2.156 0.369  -0.0401
H -1.331 4.101 -1.932  0.3955
C 3.014 -0.134 0.762  -0.6498
N 0.643 3.405 -1.650  0.7223
O 3.908 3.515 2.187  -0.7290
H 3.646 -0.476 1.593  0.4407
N 2.645 3.267 0.331  0.1008
C 1.353 4.596 -2.098  -0.9464
H 1.299 2.139 2.578  0.3951
C 2.091 5.285 -0.948  -0.5962
H -2.756 0.775 0.725  0.2641
C -2.964 0.159 -0.133  -0.2734
C -0.624 -4.519 0.477  0.8213
N 1.958 0.730 1.247  0.4099
H 2.847 1.395 3.037  0.3269
H -2.291 -3.689 -0.576  0.0324
N 0.917 -1.137 0.669  0.8334
H 1.844 2.834 -0.118  0.0101
C -0.075 1.132 -2.050  0.3811
H -0.928 -6.621 0.690  0.3710
C 0.760 0.050 1.309  -0.0800
C 3.196 4.401 -0.372  -0.7935
H -0.589 4.479 -0.358  0.4320
H 2.657 -2.274 0.381  0.5713
N -1.389 1.420 -1.515  0.0875
O -0.263 0.475 1.804  -0.7227
C -0.160 -2.039 0.367  -0.7658
H 1.392 5.548 -0.153  0.2810
H 0.470 -6.837 2.698  0.3850
C 2.256 1.774 2.192  -0.8289
H 1.553 -4.831 3.662  0.4179
C -0.679 3.712 -1.129  -1.4716
H 1.507 2.162 -3.079  0.4961
H -0.137 0.340 -2.795  0.8336
C 0.778 -3.522 2.159  -0.5983
C -0.442 -5.747 1.100  -0.8664
H 2.092 4.292 -2.845  0.4611
H -0.131 2.724 -3.507  0.3445
H -2.046 -0.353 -3.350  0.5111
H 0.668 5.311 -2.582  0.3265
H 1.237 -2.643 2.587  0.4235
C 0.008 -3.394 1.011  0.7907
H -0.925 -4.103 -1.607  0.3284
H 2.217 -1.214 -0.975  0.1733
H -2.343 2.727 -0.217  0.7543
F -5.018 -2.707 -0.962  -0.4116
C -3.455 -1.528 -2.284  -0.5919
H -1.954 -5.380 -0.957  0.4209
C 0.516 2.389 -2.678  -1.6890
H -0.250 -2.142 -0.722  0.2611
C 0.342 -5.871 2.233  -0.6921
C -4.121 -1.697 -1.084  0.1964
C -2.274 0.362 -1.333  0.2103
C -1.499 -4.419 -0.735  -1.1455
H 3.647 0.399 0.048  0.2897
C 0.950 -4.751 2.770  -0.7810
H 0.598 0.802 -1.242  -0.6652
H -1.076 -1.564 0.737  0.1062
C 3.025 2.945 1.578  0.6528
H 2.535 6.207 -1.325  0.4042
H 3.807 4.957 0.344  0.4640

---

Computed, not measured: a molecular structure, C26H34IrN6O4PS2, with the ωB97M-V functional and the def2-TZVPD basis.

For the highest occupied orbital energy (alpha / beta), the calculation gives -9.157 / -9.157 eV. For the lowest unoccupied orbital energy (alpha / beta), the calculation gives -6.0799 / -7.1016 eV. Its multiplicity is 2. The net charge is +1. Its orbital gap (alpha / beta) is 3.1 / 2.1 eV.

Last column: Löwdin spin population.
CARTESIAN COORDINATES (ANGSTROEM)
C -2.462 1.666 0.315  0.0183
N -0.231 1.885 0.417  -0.0022
O 2.935 1.575 9.936  0.0000
C -0.094 -5.258 0.621  -0.0004
C 1.304 0.332 8.239  0.0000
H -1.612 -3.951 -0.165  0.0000
H -2.191 -0.589 2.351  0.0014
H 0.451 3.649 1.142  0.0002
S 3.104 0.717 8.794  0.0000
O 1.744 0.315 -0.482  0.1057
O 3.708 1.304 7.621  0.0000
C 0.736 2.674 0.755  0.0065
C 2.172 -2.840 1.815  0.0014
C 0.997 0.200 4.267  0.0007
H -3.874 3.093 0.706  0.0001
H -2.226 -0.687 4.806  0.0002
C -0.047 -2.675 -1.961  -0.0020
C 4.846 1.825 0.636  0.0049
C 0.239 -4.028 -2.613  -0.0007
H 3.190 -2.585 2.113  0.0000
C 0.632 -1.519 -2.702  -0.0019
S -2.293 0.009 -0.231  0.2345
H 5.904 1.590 0.651  0.0005
P 0.257 -2.538 -0.146  0.0034
H 0.431 -5.522 -0.293  0.0000
C 0.938 0.222 2.900  0.0077
H 2.487 -4.862 -0.179  0.0000
N 1.159 0.240 6.929  0.0000
H 1.805 0.486 2.304  0.0012
H -1.575 -0.427 9.465  0.0000
H 1.495 -2.150 2.322  0.0008
C -0.142 -0.126 4.999  0.0005
H -0.034 -3.970 -3.669  -0.0002
N 0.385 0.107 9.178  0.0001
H -1.131 -2.507 -2.006  0.0000
C -0.812 -0.241 8.717  0.0000
H -4.511 1.553 0.225  0.0015
H 0.345 -1.531 -3.754  0.0000
H -2.067 -0.651 7.017  0.0000
C -1.363 -3.503 1.908  -0.0002
H -0.575 -3.355 2.650  0.0000
H 0.611 -5.302 1.450  0.0000
H 1.914 0.453 4.787  0.0000
H 5.098 3.706 1.669  -0.0002
C -0.048 -0.093 6.481  0.0000
O 3.442 -0.682 9.052  0.0000
Ir -0.047 -0.248 0.243  0.5451
C 3.053 3.289 1.224  0.0019
C 2.127 2.373 0.680  0.0009
H 3.881 -3.796 -0.036  0.0005
H -1.945 -2.586 1.834  -0.0001
C 2.585 1.198 0.077  0.0159
C -0.781 -3.894 0.544  -0.0003
N -3.725 2.127 0.470  -0.0018
C -1.306 -0.429 4.298  0.0014
C 2.038 -2.763 0.284  0.0075
H -0.856 -6.019 0.794  -0.0001
H 1.962 -3.845 2.182  0.0001
N -0.193 -0.060 2.233  0.0094
H 0.332 -0.544 -2.299  -0.0013
H 1.721 -1.581 -2.642  -0.0001
C 4.394 3.018 1.220  -0.0024
H -0.361 -4.825 -2.172  0.0000
H 2.677 4.205 1.669  0.0001
C -1.079 -0.357 7.354  0.0002
N -1.473 2.438 0.578  0.0336
H 1.287 -4.306 -2.556  0.0000
H 2.886 -3.730 -1.481  0.0000
C 2.853 -3.860 -0.402  0.0020
C -1.303 -0.383 2.922  0.0014
H 2.457 -1.804 -0.034  0.0006
H 4.296 0.029 -0.418  -0.0001
H -2.020 -4.294 2.274  0.0000
C 3.961 0.945 0.055  0.0033

---

Computed, not measured: a single C26H34N2O5 molecule, with the ωB97M-V functional and the def2-TZVPD basis.

For the highest occupied orbital energy, the calculation gives -8.636 eV. For the lowest unoccupied orbital energy, the calculation gives 0.0798 eV. The SMILES is Cc1cc(OCC(=O)N2CCC(C(=O)NCC(C)C)CC2)c2c3c(c(=O)oc2c1)CCCC3. Its orbital gap is 8.7 eV.

Last column: Mulliken charge in e.
CARTESIAN COORDINATES (ANGSTROEM)
C -1.453 -2.516 -0.024  0.1644
C 0.366 1.888 -2.175  0.0464
H -3.091 1.365 2.062  0.1213
H 4.381 -1.248 -0.809  0.5129
H -3.200 3.085 2.445  0.5195
H 0.838 2.344 -0.104  -0.0988
H -5.492 2.842 -0.458  0.4183
H 2.663 0.725 -3.196  0.4815
C -1.158 1.993 -2.069  -0.0538
C 3.774 0.758 -0.203  0.9914
C -2.111 -3.475 -0.971  -0.9514
H -3.600 1.737 -1.613  0.5619
C -3.501 2.621 0.357  0.9304
C 1.667 1.450 4.043  -1.7172
C 0.149 -4.410 -1.339  -1.1252
H -2.515 -4.309 -0.390  0.3760
N -1.689 1.506 -0.931  0.6540
C 1.205 0.504 2.982  0.6385
C 2.608 2.564 -1.299  -1.3411
O -3.586 -1.835 0.741  -0.6962
H 3.156 0.270 2.191  0.5465
H 2.133 0.892 4.855  0.3572
H 0.814 3.754 -1.175  0.4953
H -1.089 1.194 -0.185  -0.5630
H -5.327 3.412 1.203  0.4264
C -0.515 -0.739 1.865  -0.5412
H -0.884 0.586 3.487  0.4908
H 1.243 -2.570 -1.541  0.0409
H 4.509 -0.904 0.927  0.3891
H 0.373 -0.136 -2.932  0.6066
H -0.079 -5.130 -0.550  0.4343
C 2.130 -0.039 2.092  -1.2568
H -1.589 -4.834 -2.558  0.3800
H -3.428 0.560 -0.289  0.0070
H -0.932 -3.206 -2.754  0.2904
C -2.381 -1.780 0.817  0.0799
O 4.370 1.536 0.520  -0.6742
H 3.157 3.105 -0.527  0.5279
C 0.830 -3.185 -0.738  -0.4433
C 2.347 0.345 -2.216  -1.4666
C 1.757 -0.927 1.099  1.8262
H -3.163 3.590 -0.027  0.2361
H 2.674 -0.689 -2.127  0.4632
O -1.824 2.453 -2.972  -0.7159
H -2.967 -2.972 -1.427  0.3447
H -1.761 2.459 1.650  0.2567
H 0.827 -4.889 -2.047  0.4124
C -0.109 -2.343 0.075  2.0468
H 0.834 2.016 4.451  0.3836
H 2.410 2.137 3.643  0.3841
C -1.144 -3.992 -2.026  -0.7276
C -3.109 1.539 -0.658  -1.1080
H -5.373 1.679 0.865  0.3453
C 3.890 -0.756 0.035  -0.9403
N 2.973 1.164 -1.203  0.2219
H 0.502 -0.023 -1.174  -0.8607
H 2.899 2.948 -2.282  0.3332
C 0.822 0.428 -2.113  0.7698
H 0.624 2.297 -3.158  0.5109
C -0.126 0.165 2.848  -0.5691
C -5.020 2.641 0.500  -1.6652
O -1.845 -0.975 1.779  -0.5143
C 0.405 -1.350 0.996  -0.6508
O 2.634 -1.395 0.163  -0.5207
C 1.097 2.703 -1.104  -0.0238
C -2.844 2.365 1.712  -1.2099
H 1.666 -3.492 -0.109  0.4111

---

Computed, not measured: a single C26H34N4O4 molecule, with the ωB97M-V functional and the def2-TZVPD basis.

For the highest occupied orbital energy, the calculation gives -8.969 eV. For the lowest unoccupied orbital energy, the calculation gives 0.7175 eV. The SMILES is C=CCN(C(=O)CCC(=O)Nc1cc(C)on1)[C@H](C(=O)NC1CCCC1)c1ccc(CC)cc1. Its orbital gap is 9.7 eV.

Last column: Mulliken charge in e.
CARTESIAN COORDINATES (ANGSTROEM)
N 3.333 -1.176 1.031  -0.0599
H -0.055 4.477 -3.133  0.3806
C -1.622 1.142 -1.532  0.0654
H 1.333 4.513 -2.035  0.3622
H -0.996 -0.834 1.121  0.6336
O 4.807 -2.212 -0.359  -0.6487
C -1.249 -0.806 0.053  -0.2598
H 2.564 -3.619 1.400  0.3970
O 3.959 2.203 1.401  -0.1961
H -4.769 -0.838 2.807  0.3685
C -4.913 -0.217 0.718  -0.0667
H -1.824 2.810 -2.847  0.3672
H -1.777 -5.411 -1.527  0.3069
H -2.988 0.422 1.279  0.3725
H 2.435 -1.283 1.503  0.2888
H -1.368 -1.484 -2.342  0.3550
C 3.864 0.090 1.029  0.3574
H 5.636 3.748 -0.068  0.3059
C 5.104 1.875 0.775  0.1993
C -1.246 2.369 -2.048  -1.2307
H 1.138 -4.162 -0.712  0.4789
H 6.936 2.539 -0.041  0.3238
H -7.341 1.412 1.143  0.2856
C -0.424 5.493 -1.271  -1.0979
H 3.418 -4.301 -0.007  0.4088
H -0.145 6.473 -1.652  0.3818
C 5.108 0.539 0.508  -0.0562
C 0.220 1.227 -0.004  -0.7555
C -5.423 1.138 0.178  -0.7142
C -5.470 -0.331 2.146  -0.8919
N -3.467 -0.266 0.719  -0.1829
C -0.893 0.559 -0.502  0.1786
C 0.615 -2.302 0.188  0.8793
C 2.868 -3.438 0.369  -1.0696
C 3.792 -2.232 0.300  0.5214
C -2.750 -1.078 -0.085  -0.3674
H -6.400 -0.899 2.131  0.2944
H 1.461 2.951 -0.124  0.5019
H -1.075 -3.833 -3.243  0.4073
O 0.732 -2.007 1.375  -0.8316
H -0.123 5.426 -0.228  0.3184
H 5.849 -0.055 0.020  0.4873
C -6.306 1.727 1.283  -0.6253
N -0.395 -1.819 -0.560  0.5100
H -6.453 1.173 3.396  0.3753
H -5.229 -1.054 0.091  0.5242
C 6.094 2.947 0.510  -1.2183
H -4.569 1.790 -0.013  0.1741
H 1.923 -2.770 -1.452  0.4328
N 3.193 1.090 1.555  -0.5591
C -5.753 1.110 2.564  -0.5897
H 0.317 -1.958 -2.527  0.6568
H -1.506 5.396 -1.323  0.3110
H -5.967 1.020 -0.757  0.3174
O -3.249 -1.898 -0.825  -0.6759
H -4.828 1.611 2.854  0.2682
C -0.598 -2.153 -1.951  -0.8301
C -0.132 3.038 -1.557  1.0084
C -1.435 -4.423 -1.272  -0.9781
H 0.803 0.795 0.796  0.6412
H -1.443 -4.170 -0.225  0.2369
C 1.623 -3.207 -0.498  -0.7958
H -2.494 0.641 -1.930  0.5080
C 0.250 4.389 -2.089  -1.1761
C 0.593 2.450 -0.527  -0.8404
C -1.053 -3.564 -2.196  -0.1424
H -6.279 2.815 1.294  0.3686
H 6.448 3.370 1.448  0.2993

---

So what do the calculations give for M? Going down the list: 467.59 781.92 454.57 466.58 g/mol.
So what do the calculations give for ΔE to the lowest compared entry with this formula, charge and spin? Going down the list: 0.00 69.19 0.00 53.15 kcal/mol.